No. 1
ORCA calculation (ωB97M-V with the def2-TZVPD basis set) on a molecular structure, C40H51Cl2MnN5O2S3SbSi3.

Atoms and positions in Å:
Mn 0.16150 -0.44850 -0.12010
C 0.31660 4.67610 -1.96840
S -1.34380 4.21290 -1.38940
C -1.00360 2.51050 -0.98570
S -0.65060 1.42200 -2.24840
N -1.15710 2.24930 0.26850
N -0.95400 1.01290 0.71990
C -1.36280 0.81700 1.98700
C -1.18550 -0.40030 2.63620
C -1.58090 -0.60620 3.98820
C -1.27840 -1.77330 4.62300
C -0.54670 -2.75530 3.92690
C -0.24860 -2.51780 2.60110
N -0.58020 -1.42280 1.93420
H 0.24140 5.66920 -2.40080
H 0.63420 3.95170 -2.71250
H 1.00170 4.68210 -1.12340
H -1.82250 1.66130 2.49260
H -2.11650 0.18870 4.48600
H -1.58090 -1.95140 5.64540
H -0.24130 -3.66910 4.41270
H 0.29020 -3.26290 2.03090
S 3.24480 -3.70080 -0.11180
C 2.11800 -4.07570 -1.35760
C 1.09950 -3.18320 -1.42950
C 1.16640 -2.12820 -0.47490
C 2.29330 -2.27810 0.31720
C 2.72320 -1.36160 1.33140
C 3.95460 -1.44650 2.00040
C 4.30360 -0.46280 2.89900
C 3.42930 0.59690 3.11390
C 2.22570 0.59840 2.42720
N 1.86970 -0.34570 1.57520
H 2.29230 -4.92510 -1.99030
H 0.32540 -3.24790 -2.17880
H 4.61950 -2.27020 1.78280
H 5.25290 -0.50210 3.41590
H 3.68840 1.40310 3.78300
H 1.51630 1.40440 2.56670
Cl 5.06190 -2.23470 -5.25880
C 3.35430 -2.05180 -5.54300
C 2.61910 -3.19300 -5.77680
C 1.26200 -3.07820 -6.01510
C 0.67620 -1.82700 -5.99830
C 1.42630 -0.68920 -5.76520
Cl 0.60830 0.82740 -5.78870
C 2.80840 -0.75740 -5.53680
N 3.65280 0.31390 -5.41150
C 3.34770 1.60840 -4.90590
C 3.09080 2.63600 -5.80350
C 2.90620 3.93060 -5.35400
C 3.00090 4.20390 -3.99930
C 3.25860 3.18160 -3.10570
C 3.42880 1.86920 -3.53320
C 3.65100 0.78060 -2.54020
C 2.27260 0.22430 -2.05530
O 1.66980 -0.58760 -2.75320
O 1.90140 0.65330 -0.93270
H 3.10390 -4.15820 -5.76490
H 0.67070 -3.96030 -6.21300
H -0.37920 -1.72360 -6.17840
H 4.58120 0.01140 -5.13140
H 3.02520 2.40170 -6.85640
H 2.68720 4.72040 -6.05720
H 2.87600 5.21490 -3.63670
H 3.32090 3.39110 -2.04830
H 4.17220 1.15270 -1.65810
H 4.20600 -0.05830 -2.96180
C -1.66470 -3.51150 -4.10730
Si -2.81830 -2.08280 -3.54010
C -4.56890 -2.78060 -3.96310
C -2.59910 -0.53900 -4.64970
Sb -2.14670 -1.42380 -1.05650
Si -2.98090 -3.62330 0.09260
C -3.70690 -3.36020 1.84680
C -4.35060 -4.58690 -0.84700
C -1.53250 -4.87490 0.18090
Si -4.30390 0.05080 -0.60570
C -5.86510 -0.69600 -1.45560
C -4.16090 1.84360 -1.25760
C -4.74070 0.09020 1.26620
H -1.90380 -3.82420 -5.12090
H -1.77010 -4.38420 -3.46480
H -0.62290 -3.20650 -4.08540
H -4.60090 -3.07140 -5.00880
H -5.34730 -2.04810 -3.80150
H -4.82330 -3.65540 -3.38160
H -2.61390 -0.77310 -5.71080
H -1.65400 -0.05700 -4.42160
H -3.37950 0.19340 -4.46620
H -4.75320 -3.07650 1.79110
H -3.17890 -2.58180 2.38670
H -3.64920 -4.26740 2.44020
H -5.21960 -3.96810 -1.03710
H -4.67960 -5.44480 -0.26950
H -3.98680 -4.95420 -1.79960
H -0.61290 -4.38100 0.47620
H -1.34970 -5.33310 -0.78730
H -1.72650 -5.67090 0.89490
H -5.90800 -0.41660 -2.50220
H -6.76910 -0.32620 -0.98250
H -5.87740 -1.77750 -1.39650
H -3.61460 1.87130 -2.19640
H -3.61190 2.47250 -0.56320
H -5.13250 2.30280 -1.41920
H -5.10580 -0.87270 1.60790
H -5.51200 0.82820 1.46950
H -3.86930 0.34360 1.86250

The spin multiplicity is 6. Its highest occupied orbital energy (alpha / beta) is -0.1070 / -0.1555 hartree. The expectation value of S² is 8.903. For the HOMO-LUMO gap (alpha / beta), the calculation gives 4.65 / 6.40 eV. The total charge is -1.

Atomic partial charges in e from the natural (NBO) method, atoms 1 to 99: number 1, Mn, carries 1.225; number 2, C, carries -0.736; number 3, S, carries 0.191; number 4, C, carries -0.113; number 5, S, carries -0.292; number 6, N, carries -0.378; number 7, N, carries -0.462; number 8, C, carries -0.035; number 9, C, carries 0.084; number 10, C, carries -0.237; number 11, C, carries -0.194; number 12, C, carries -0.337; number 13, C, carries 0.070; number 14, N, carries -0.545; number 15, H, carries 0.209; number 16, H, carries 0.244; number 17, H, carries 0.205; number 18, H, carries 0.205; number 19, H, carries 0.208; number 20, H, carries 0.204; number 21, H, carries 0.209; number 22, H, carries 0.197; number 23, S, carries 0.363; number 24, C, carries -0.391; number 25, C, carries -0.252; number 26, C, carries -0.287; number 27, C, carries -0.289; number 28, C, carries 0.204; number 29, C, carries -0.243; number 30, C, carries -0.159; number 31, C, carries -0.276; number 32, C, carries 0.084; number 33, N, carries -0.456; number 34, H, carries 0.228; number 35, H, carries 0.226; number 36, H, carries 0.216; number 37, H, carries 0.209; number 38, H, carries 0.215; number 39, H, carries 0.207; number 40, Cl, carries -0.039; number 41, C, carries 0.021; number 42, C, carries -0.252; number 43, C, carries -0.241; number 44, C, carries -0.214; number 45, C, carries -0.049; number 46, Cl, carries 0.034; number 47, C, carries 0.133; number 48, N, carries -0.635; number 49, C, carries 0.213; number 50, C, carries -0.220; number 51, C, carries -0.232; number 52, C, carries -0.210; number 53, C, carries -0.198; number 54, C, carries -0.017; number 55, C, carries -0.523; number 56, C, carries 0.810; number 57, O, carries -0.709; number 58, O, carries -0.787; number 59, H, carries 0.218; number 60, H, carries 0.212; number 61, H, carries 0.224; number 62, H, carries 0.396; number 63, H, carries 0.216; number 64, H, carries 0.205; number 65, H, carries 0.208; number 66, H, carries 0.217; number 67, H, carries 0.223; number 68, H, carries 0.216; number 69, C, carries -1.119; number 70, Si, carries 1.328; number 71, C, carries -1.098; number 72, C, carries -1.120; number 73, Sb, carries -0.037; number 74, Si, carries 1.267; number 75, C, carries -1.102; number 76, C, carries -1.100; number 77, C, carries -1.101; number 78, Si, carries 1.343; number 79, C, carries -1.106; number 80, C, carries -1.121; number 81, C, carries -1.107; number 82, H, carries 0.226; number 83, H, carries 0.228; number 84, H, carries 0.247; number 85, H, carries 0.230; number 86, H, carries 0.231; number 87, H, carries 0.230; number 88, H, carries 0.225; number 89, H, carries 0.271; number 90, H, carries 0.239; number 91, H, carries 0.225; number 92, H, carries 0.247; number 93, H, carries 0.231; number 94, H, carries 0.225; number 95, H, carries 0.228; number 96, H, carries 0.225; number 97, H, carries 0.240; number 98, H, carries 0.230; number 99, H, carries 0.228

No. 2
ORCA calculation (ωB97M-V with the def2-TZVPD basis set) on a molecular structure, C40H51KN4O3P.

Atoms and positions in Å:
K -0.29801 -0.78420 0.07261
C 1.53264 -6.17563 0.32455
C 1.12246 -5.16031 -0.71895
C -0.22964 -4.88703 -0.94269
C -1.29552 -5.47580 -0.04857
C -0.60228 -4.02078 -1.97493
C -2.05555 -3.73286 -2.26617
C 0.37622 -3.41891 -2.77196
C -0.04229 -2.45591 -3.85762
C 1.72817 -3.69058 -2.54523
C 2.77247 -3.11842 -3.47587
C 2.10157 -4.51246 -1.47814
C 3.56508 -4.65973 -1.12248
H 1.59968 -5.72179 1.31809
H 2.49890 -6.61281 0.08242
H 0.81506 -6.99283 0.37488
H -1.86541 -6.25814 -0.55883
H -1.98219 -4.68630 0.25342
H -0.87298 -5.89442 0.86065
H -2.31040 -2.71714 -1.94776
H -2.71905 -4.42977 -1.76063
H -2.25030 -3.80720 -3.33726
H -0.27863 -2.98581 -4.78635
H 0.73899 -1.72896 -4.06873
H -0.92387 -1.89902 -3.54490
H 3.02442 -2.08677 -3.21325
H 2.40514 -3.12159 -4.50130
H 3.68815 -3.70527 -3.45766
H 4.04306 -5.47416 -1.67632
H 3.68967 -4.85394 -0.05914
H 4.10198 -3.73934 -1.34471
C 2.22586 7.58965 1.22069
O 2.18216 6.40444 0.46701
C 1.12198 6.24050 -0.38145
C 1.15997 5.10916 -1.19159
C 0.13822 4.84722 -2.07817
C -0.94013 5.73360 -2.21259
C -0.94836 6.87734 -1.41612
C 0.05441 7.12016 -0.48897
N -1.87947 5.62217 -3.24591
N -2.39981 4.54452 -3.61294
C -2.34648 3.34818 -2.91897
C -2.41703 2.21122 -3.73054
C -2.30806 0.93214 -3.23506
C -2.18713 0.66637 -1.85024
O -2.04343 -0.50084 -1.38884
C -2.28886 1.82992 -0.96887
N -2.38719 1.57626 0.35305
C -2.54148 2.57927 1.18281
C -2.63847 3.91087 0.76916
C -2.54938 4.18792 -0.56939
C -2.34030 3.14864 -1.49756
H 3.18264 7.58175 1.73895
H 1.41954 7.63138 1.96063
H 2.17531 8.47904 0.58316
H 2.00264 4.43599 -1.10263
H 0.17270 3.95508 -2.69076
H -1.77816 7.56740 -1.51071
H -0.00710 8.00355 0.13276
H -2.48847 2.38416 -4.79826
H -2.30953 0.08733 -3.91367
H -2.63083 2.32860 2.23651
H -2.79749 4.70310 1.48845
H -2.66730 5.20386 -0.91028
C 2.09628 -2.59683 2.73686
N 1.99904 -1.30839 2.08796
C 3.14262 -1.10290 1.21609
C 1.92077 -0.24038 3.07618
C 1.60931 1.13545 2.49971
C 1.91036 2.22679 3.31796
C 1.70583 3.52217 2.86620
C 1.19642 3.71140 1.58846
C 0.86848 2.60552 0.80816
C 1.04670 1.26950 1.21674
H 3.00880 -2.68483 3.35780
H 2.10625 -3.38433 1.98001
H 1.22824 -2.75535 3.37958
H 4.09626 -1.19022 1.77078
H 3.07835 -0.10645 0.78374
H 3.13136 -1.84447 0.41230
H 2.87017 -0.19398 3.64872
H 1.14521 -0.51627 3.79972
H 2.32079 2.06292 4.31473
H 1.95891 4.36579 3.50028
H 1.06234 4.71887 1.20207
H 0.45027 2.80046 -0.18135
C -2.58211 -3.46050 3.41637
P -2.05383 -2.15092 2.25574
C -1.71455 -0.72031 3.31193
C -3.50382 -1.71256 1.27317
O -0.89595 -2.59491 1.44410
H -3.45603 -3.17612 4.00218
H -1.74500 -3.66284 4.08596
H -2.79289 -4.36736 2.84910
H -2.59817 -0.42784 3.87949
H -1.37243 0.11055 2.68762
H -0.91277 -0.98653 3.99992
H -4.32499 -1.35547 1.89454
H -3.81850 -2.58860 0.70365
H -3.20017 -0.93319 0.56676

Its highest occupied orbital energy is -0.1223 hartree. For the HOMO-LUMO gap, the calculation gives 5.33 eV. The total charge is -1.

Atomic partial charges in e from the Löwdin method, atoms 1 to 99: number 1, K, carries 0.738; number 2, C, carries -0.050; number 3, C, carries -0.181; number 4, C, carries -0.178; number 5, C, carries -0.053; number 6, C, carries -0.175; number 7, C, carries -0.030; number 8, C, carries -0.181; number 9, C, carries -0.035; number 10, C, carries -0.184; number 11, C, carries -0.048; number 12, C, carries -0.187; number 13, C, carries -0.059; number 14, H, carries 0.082; number 15, H, carries 0.068; number 16, H, carries 0.072; number 17, H, carries 0.088; number 18, H, carries 0.053; number 19, H, carries 0.063; number 20, H, carries 0.068; number 21, H, carries 0.064; number 22, H, carries 0.083; number 23, H, carries 0.092; number 24, H, carries 0.074; number 25, H, carries 0.054; number 26, H, carries 0.092; number 27, H, carries 0.075; number 28, H, carries 0.066; number 29, H, carries 0.087; number 30, H, carries 0.068; number 31, H, carries 0.069; number 32, C, carries -0.098; number 33, O, carries -0.110; number 34, C, carries -0.311; number 35, C, carries -0.017; number 36, C, carries -0.013; number 37, C, carries -0.337; number 38, C, carries -0.049; number 39, C, carries -0.023; number 40, N, carries 0.035; number 41, N, carries 0.044; number 42, C, carries -0.275; number 43, C, carries -0.040; number 44, C, carries -0.029; number 45, C, carries -0.392; number 46, O, carries -0.239; number 47, C, carries -0.147; number 48, N, carries 0.122; number 49, C, carries -0.150; number 50, C, carries -0.041; number 51, C, carries -0.014; number 52, C, carries -0.098; number 53, H, carries 0.090; number 54, H, carries 0.095; number 55, H, carries 0.090; number 56, H, carries 0.127; number 57, H, carries 0.124; number 58, H, carries 0.110; number 59, H, carries 0.098; number 60, H, carries 0.105; number 61, H, carries 0.096; number 62, H, carries 0.101; number 63, H, carries 0.101; number 64, H, carries 0.093; number 65, C, carries -0.121; number 66, N, carries -0.282; number 67, C, carries -0.102; number 68, C, carries -0.207; number 69, C, carries -0.298; number 70, C, carries -0.096; number 71, C, carries -0.123; number 72, C, carries -0.117; number 73, C, carries -0.168; number 74, C, carries -0.163; number 75, H, carries 0.082; number 76, H, carries 0.069; number 77, H, carries 0.069; number 78, H, carries 0.085; number 79, H, carries 0.068; number 80, H, carries 0.075; number 81, H, carries 0.116; number 82, H, carries 0.093; number 83, H, carries 0.091; number 84, H, carries 0.081; number 85, H, carries 0.063; number 86, H, carries 0.059; number 87, C, carries -0.168; number 88, P, carries 0.522; number 89, C, carries -0.151; number 90, C, carries -0.156; number 91, O, carries -0.475; number 92, H, carries 0.046; number 93, H, carries 0.047; number 94, H, carries 0.042; number 95, H, carries 0.058; number 96, H, carries 0.038; number 97, H, carries 0.042; number 98, H, carries 0.056; number 99, H, carries 0.055